C24H27AsN2PSZr | the ωB97M-V functional and the def2-TZVPD basis

Its net charge is +3. The largest force on an atom is 1.974 eV Å⁻¹. The value obtained for the frontier orbital gap is 6.42 eV. The value obtained for the lowest unoccupied orbital energy is -10.52 eV. The energy above the lowest of the compared OMol25 structures with the same formula, charge and spin is 25.6 kcal per mole.

Cartesian coordinates (Å):
1 Zr 0.140 -0.944 -0.039
2 As 0.585 2.209 -1.321
3 S 1.137 0.244 -2.004
4 P -1.229 -0.225 2.313
5 N 2.318 -3.407 -0.152
6 N 1.210 -2.755 -0.575
7 C -1.237 -1.980 1.612
8 C 3.357 -0.125 3.004
9 C -0.416 -3.001 2.118
10 C 2.551 0.099 4.110
11 C 1.164 0.046 4.006
12 C -2.140 -0.486 3.876
13 C -1.202 -4.508 0.403
14 C -3.487 -0.835 6.270
15 C 1.401 -0.435 1.629
16 C 1.414 3.491 -2.522
17 C -1.359 2.432 -1.392
18 C 2.683 -4.361 -1.017
19 C -2.313 0.598 4.736
20 C 0.879 -3.329 -1.750
21 C -2.004 -2.230 0.444
22 C -1.992 -3.500 -0.139
23 C -2.977 0.412 5.937
24 C 1.774 -4.345 -2.061
25 C 0.593 -0.229 2.771
26 C 2.787 -0.406 1.763
27 C -2.684 -1.731 4.191
28 C 1.139 2.691 0.496
29 C -3.346 -1.899 5.392
30 C -0.414 -4.256 1.523
31 H 2.502 3.463 -2.383
32 H 2.773 -3.175 0.727
33 H 0.662 2.069 1.264
34 H -3.107 1.244 6.611
35 H 0.138 -2.829 3.038
36 H -1.732 2.156 -2.385
37 H 4.431 -0.073 3.100
38 H -2.750 -1.489 0.120
39 H -3.759 -2.865 5.636
40 H 0.548 0.226 4.875
41 H -4.008 -0.976 7.203
42 H -1.236 -5.499 -0.025
43 H -1.586 3.490 -1.233
44 H 1.183 3.236 -3.564
45 H 3.435 -0.565 0.896
46 H 1.764 -4.972 -2.931
47 H -1.949 1.580 4.462
48 H 2.228 2.632 0.587
49 H 3.013 0.320 5.059
50 H 0.842 3.735 0.636
51 H 3.546 -4.984 -0.864
52 H -2.641 -3.721 -0.978
53 H 1.051 4.501 -2.308
54 H -2.617 -2.558 3.500
55 H 0.166 -5.056 1.961
56 H 0.021 -3.000 -2.331
57 H -1.859 1.837 -0.613